Entry 1:
The following is a quantum chemistry calculation of a 10-piece molecular cluster, C33H55N10O9 overall, from the OMol25 dataset.

```
107
Properties=species:S:1:pos:R:3:forces:R:3:lowdin_charge:R:1
O -29.9793 -13.5130 61.4909 -3.0 -0.7 4.7 0.19
O -31.4058 -13.0155 56.4550 0.0 -1.8 0.0 0.10
O -26.1529 -14.1702 65.8464 -1.3 -0.6 -0.5 0.04
O -28.2566 -15.7237 62.9238 0.3 1.1 0.5 0.06
O -29.7155 -17.2246 63.3008 -0.4 -0.1 0.8 0.05
O -26.6079 -12.1259 66.1754 -4.5 4.8 1.4 0.13
O -32.0463 -12.3671 58.4106 1.6 -1.5 -0.2 0.01
O -28.6853 -14.9771 59.0988 -3.0 2.7 -0.2 0.11
O -26.5864 -15.5135 58.7312 -3.7 0.0 1.2 0.02
N -25.9517 -12.9687 65.7940 6.4 -4.8 -0.1 -0.47
N -31.1343 -16.7666 66.9879 -4.0 -0.1 0.0 -0.02
N -30.8390 -13.6631 62.4158 2.9 2.8 -5.3 0.08
N -27.7976 -15.7100 59.1596 7.6 -3.0 -1.3 -0.41
N -35.5458 -7.9765 61.0500 0.5 1.3 0.2 -0.04
N -34.1503 -18.1350 66.1486 0.8 0.4 0.0 -0.09
N -28.1639 -9.2301 62.1503 2.0 -4.0 -2.2 -0.02
N -28.5925 -16.7721 63.4146 0.0 -1.5 -2.3 -0.42
N -29.4168 -6.5744 62.3316 -9.4 -5.4 2.8 -0.02
N -31.1520 -12.6378 57.5717 -2.3 3.6 -1.5 -0.38
C -34.8717 -7.5155 59.8910 1.2 -3.6 0.3 -0.09
C -31.3672 -15.4699 67.5004 9.4 -1.6 -2.0 -0.06
C -29.1760 -12.7286 64.0849 -0.4 -0.4 1.9 0.01
C -29.8800 -17.1294 66.7230 1.1 10.3 3.5 -0.13
C -29.9526 -14.9205 67.5782 -1.7 -4.9 -2.0 -0.04
C -28.9614 -15.9972 67.0568 -7.5 -0.3 0.5 -0.02
C -34.6593 -17.6708 68.3862 1.7 -1.5 -4.9 -0.06
C -31.1576 -11.3892 63.2864 -4.9 0.2 1.5 -0.01
C -30.1186 -7.1128 61.2832 0.0 -2.0 -2.0 -0.14
C -27.9834 -17.0843 59.7123 1.4 3.8 6.3 0.07
C -32.0662 -14.3432 61.9720 -1.0 -2.7 1.9 -0.45
C -24.4872 -12.6737 65.4916 0.6 0.6 3.1 0.06
C -32.8097 -14.0494 64.3979 -2.0 4.4 -4.6 -0.22
C -27.1841 -9.5032 63.0127 2.6 -5.9 -3.9 -0.10
C -34.8602 -16.8951 66.1146 -0.6 -1.9 4.4 -0.15
C -33.8370 -18.6091 67.4590 -3.0 1.9 -0.1 -0.12
C -27.5007 -17.6887 63.8031 -1.0 -3.8 -1.0 0.05
C -30.7622 -12.7929 63.6234 3.5 0.0 0.7 -0.41
C -26.3530 -10.7447 62.5640 -3.9 2.6 -2.7 -0.05
C -32.7209 -14.9795 63.2572 -1.7 -0.2 -2.8 -0.10
C -33.0272 -13.3606 61.3744 1.9 -3.7 -4.5 0.00
C -31.2481 -7.8689 63.2456 5.7 3.1 -3.1 -0.03
C -34.4605 -9.7985 60.0724 -2.8 4.5 4.1 -0.09
C -28.1679 -10.1313 61.0451 1.0 0.1 0.8 -0.10
C -31.6597 -15.3920 60.9605 -1.3 1.0 -2.0 -0.01
C -29.9514 -11.7710 57.6368 -0.5 0.1 -0.7 0.05
C -31.1508 -8.0944 61.7606 3.3 4.8 2.8 -0.08
C -35.2966 -16.5878 67.4834 0.9 -2.2 0.3 -0.08
C -34.1307 -8.6846 59.2922 -1.8 3.2 1.6 -0.11
C -35.3079 -9.2914 61.2853 2.9 -0.3 -5.6 -0.10
C -31.5767 -13.4249 64.7492 5.3 -1.8 -0.2 -0.14
C -30.0737 -6.8905 63.6246 -2.1 -2.9 -4.9 -0.01
C -26.9952 -11.0841 61.2321 -2.1 3.0 1.5 -0.09
H -33.5519 -12.8387 62.0004 -2.5 3.5 3.5 0.02
H -23.8640 -13.5205 65.6869 -0.3 -1.1 -0.8 0.08
H -29.7322 -13.9165 67.7257 0.5 1.5 0.7 0.04
H -29.6687 -6.8790 60.1533 -1.5 -0.9 3.3 0.17
H -32.4204 -12.9160 60.6311 0.0 1.7 -0.8 0.06
H -35.2273 -16.4362 65.2270 0.1 0.0 -0.6 0.07
H -30.6997 -10.9597 62.4985 2.4 1.3 -2.5 0.01
H -25.4519 -11.3111 62.8964 -1.0 1.2 0.1 0.06
H -29.5161 -6.4803 64.4417 -0.6 -0.2 0.8 0.08
H -28.9390 -13.5123 64.9087 -0.5 1.1 -1.6 0.09
H -26.9317 -18.0872 62.9170 -1.0 1.0 0.3 0.12
H -33.1571 -14.6478 65.0709 -2.2 -2.9 5.0 0.04
H -29.0726 -11.7695 64.5825 -0.6 0.2 0.7 0.06
H -27.0738 -17.5297 60.2126 -1.0 1.1 -0.7 0.13
H -32.0188 -15.7319 63.5012 0.2 -1.6 0.5 0.09
H -31.6009 -12.7150 65.5610 0.1 -0.1 0.4 0.14
H -29.7884 -11.6910 58.6394 0.5 1.3 2.6 0.04
H -28.3050 -17.6647 59.0310 -2.0 -4.1 -5.4 0.02
H -31.0121 -10.6835 64.2231 -0.7 -1.7 -1.9 0.15
H -26.6593 -11.8384 60.4763 -0.5 0.8 1.0 0.08
H -36.0542 -7.3813 61.8069 1.3 -1.3 -2.4 0.20
H -33.2170 -19.6422 67.4908 -1.8 2.8 0.4 0.15
H -36.1281 -15.7870 67.8593 2.6 -2.1 -1.2 0.13
H -30.7552 -14.2773 64.8901 -2.1 1.2 1.2 0.15
H -35.6988 -9.7720 62.1173 -0.7 -0.9 1.1 0.06
H -32.0077 -17.3487 66.7396 2.1 1.0 0.8 0.13
H -32.5587 -15.8683 60.5971 -0.5 -0.6 0.6 0.10
H -33.8497 -15.3790 62.9798 3.2 0.7 0.5 0.20
H -31.6983 -8.8233 61.2226 -0.6 -0.1 -0.7 0.05
H -27.2435 -8.9834 63.8464 0.6 2.1 4.1 0.05
H -34.1138 -10.7417 59.9744 0.9 -2.9 -0.3 0.01
H -33.3801 -8.5670 58.4580 -1.3 -0.4 1.0 0.10
H -34.7444 -18.0208 69.4101 -0.2 0.9 0.0 0.06
H -31.9234 -8.4449 63.7974 -0.6 -0.3 1.3 0.04
H -28.2850 -12.5553 63.4599 -0.9 -0.9 -1.0 0.07
H -29.0789 -12.1268 57.2136 1.5 -1.9 -1.0 0.08
H -28.8444 -8.5421 62.3197 -0.9 0.7 0.1 0.03
H -30.9232 -16.1006 61.2218 0.7 -0.6 0.8 0.06
H -28.8398 -16.9272 60.3964 0.6 -0.4 0.1 0.09
H -29.0487 -9.8368 60.3137 2.4 -1.3 1.1 0.12
H -32.2430 -15.2249 67.9266 -2.9 1.0 1.1 0.05
H -27.8498 -18.6573 64.2947 0.0 1.8 -0.3 0.13
H -24.4418 -12.2822 64.5391 0.4 0.9 -1.8 0.04
H -28.6984 -6.0354 62.3232 5.5 4.4 -0.6 0.05
H -32.2897 -11.4679 62.8030 2.4 0.8 2.0 0.14
H -33.5900 -13.2301 64.1579 0.8 -1.2 0.5 0.16
H -31.3844 -14.9414 59.9996 0.5 0.3 0.4 0.09
H -30.1062 -10.8952 57.0008 -0.8 0.1 0.8 0.13
H -34.8620 -6.4922 59.5891 -0.2 0.3 0.0 0.08
H -33.7810 -13.9154 60.7682 0.6 -0.1 0.5 0.14
H -27.9282 -16.0328 66.9071 1.3 0.4 0.1 0.03
H -26.8372 -17.1526 64.3466 2.0 1.6 2.0 0.05
H -24.0296 -12.0257 66.3087 -1.4 0.1 -1.3 0.13
H -33.8553 -18.7005 65.3006 -0.6 1.5 1.5 0.16
H -29.5984 -17.9697 66.4154 1.8 -7.0 -2.6 0.02
```
Positions in Å, forces in eV/Å.

Properties
LUMO: -5.469 eV
Energy above the lowest of the compared OMol25 structures with the same formula, charge and spin: 18.5 kcal per mole
Charge: +1
HOMO-LUMO gap: 4.0 eV
HOMO level: -9.515 eV

=====

Entry 2:
The following is a quantum chemistry calculation of C45H28FeN5Se as an isolated structure, from the OMol25 dataset.

```
80
Properties=species:S:1:pos:R:3:forces:R:3:lowdin_charge:R:1
Se 0.5934 0.7365 -2.1712 0.2 0.4 0.0 0.66
Fe 0.0222 0.0371 0.0630 -0.2 -0.4 0.5 0.30
N -0.3213 -1.5224 -3.8907 0.0 0.0 0.0 0.03
N -1.7323 1.0395 0.1622 0.2 0.0 -0.2 0.06
N -0.9675 -1.6028 -0.5400 0.2 0.3 0.1 0.06
N 1.6857 -1.0857 0.3247 -0.1 0.2 -0.3 0.06
N 0.9276 1.5619 1.0319 -0.1 -0.2 -0.2 0.06
C 1.9144 -2.2913 -0.2732 -0.1 0.0 0.0 -0.23
C -3.2215 -0.6715 -0.7716 0.1 0.1 0.0 -0.06
C 1.1383 -4.6175 -2.7954 0.0 0.1 -0.1 -0.02
C 1.2952 3.5510 2.1309 0.0 0.0 0.0 -0.01
C 0.0296 -0.6513 -3.2116 -0.1 -0.3 -0.2 -0.83
C -1.4509 -3.7386 -1.2447 0.0 0.0 0.0 0.00
C -3.8395 1.7336 -0.4495 0.0 0.1 0.0 0.00
C -3.1916 2.8159 0.0352 -0.1 0.0 0.0 -0.01
C 5.0708 0.0083 2.8778 -0.1 0.0 0.0 -0.04
C 5.3011 1.8761 1.4008 0.0 0.0 -0.1 -0.04
C -1.2870 4.5916 1.3342 -0.1 0.0 0.1 -0.20
C 2.1949 1.5831 1.5387 0.0 0.0 0.1 -0.22
C -6.9779 -1.1106 -0.8481 0.0 0.0 0.0 -0.09
C -2.2991 -1.7125 -0.8056 -0.1 0.0 0.0 -0.22
C -1.9815 7.2352 1.9400 0.0 0.0 0.0 -0.11
C -7.1930 -1.4748 -2.1701 0.0 0.0 0.0 -0.11
C 0.3683 2.7640 1.3535 0.0 0.0 0.1 -0.23
C 3.1484 0.5811 1.3794 -0.1 -0.1 -0.1 -0.07
C -4.5994 -0.9496 -1.2580 -0.1 0.0 0.1 -0.20
C 7.1138 1.2788 2.8670 0.0 0.0 0.0 -0.11
C 2.0994 -6.8191 -2.6324 0.0 0.0 0.0 -0.11
C 6.3510 0.2297 3.3619 0.0 0.0 0.0 -0.09
C -0.9157 3.1838 1.0197 0.0 0.0 -0.1 -0.07
C 2.9017 -0.6363 0.7415 0.0 0.1 0.1 -0.23
C 0.9357 -3.1223 -0.8114 0.0 0.1 0.0 -0.06
C 1.5120 -5.8140 -3.3892 0.0 0.0 0.0 -0.08
C 2.3122 -6.6193 -1.2751 0.0 0.0 0.0 -0.10
C -6.1123 -1.5740 -3.0356 0.0 0.0 0.0 -0.08
C -1.8794 2.3694 0.4277 0.1 -0.1 0.1 -0.23
C 1.9402 -5.4222 -0.6811 0.0 0.0 0.0 -0.04
C 3.3216 -2.5995 -0.2549 0.1 0.0 0.0 0.00
C -0.6390 5.6580 0.7153 0.0 0.0 0.0 -0.03
C -2.9215 0.6264 -0.3593 0.0 -0.1 0.0 -0.23
C 4.5227 0.8282 1.8909 0.1 0.0 0.1 -0.20
C 2.4213 2.8170 2.2539 0.0 0.0 0.0 -0.01
C -2.6165 -3.0639 -1.2057 0.0 -0.1 0.0 0.00
C -2.2885 4.8719 2.2634 0.0 0.0 0.0 -0.04
C -2.6336 6.1808 2.5651 0.0 0.0 0.0 -0.09
C 3.9327 -1.5806 0.3883 0.0 -0.1 0.0 0.00
C -4.8267 -1.3135 -2.5842 0.0 0.0 0.0 -0.03
C -5.6922 -0.8502 -0.3975 0.0 0.0 0.0 -0.04
C -0.4203 -2.8083 -0.8491 0.0 0.0 0.1 -0.24
C -0.9830 6.9687 1.0141 0.0 0.0 0.0 -0.09
C 1.3500 -4.4076 -1.4333 0.1 -0.2 0.1 -0.20
C 6.5822 2.1005 1.8828 0.0 0.0 0.0 -0.09
H 0.6843 -3.8260 -3.3824 0.0 0.0 0.0 0.10
H 4.8978 2.5125 0.6228 0.0 0.0 0.0 0.12
H 4.9870 -1.4541 0.5711 0.0 0.0 0.0 0.11
H -0.4722 7.7852 0.5188 0.0 0.0 0.0 0.10
H -3.4107 6.3788 3.2932 0.0 0.0 0.0 0.10
H -7.8135 -1.0316 -0.1632 0.0 0.0 0.0 0.10
H 1.3467 -5.9613 -4.4493 0.0 0.0 0.0 0.10
H 3.7734 -3.4715 -0.6974 0.0 0.0 0.0 0.11
H 1.0905 4.5249 2.5446 0.0 0.0 0.0 0.11
H 2.7650 -7.3996 -0.6754 0.0 0.0 0.0 0.09
H 8.1138 1.4524 3.2440 0.0 0.0 0.0 0.09
H -4.8349 1.6905 -0.8595 0.0 0.0 0.0 0.11
H 7.1698 2.9175 1.4825 0.0 0.0 0.0 0.10
H 0.1369 5.4506 -0.0114 0.0 0.0 0.0 0.12
H 2.0974 -5.2657 0.3792 0.0 0.0 0.0 0.12
H -6.2690 -1.8531 -4.0703 0.0 0.0 0.0 0.10
H -8.1962 -1.6776 -2.5239 0.0 0.0 0.0 0.09
H 6.7540 -0.4178 4.1311 0.0 0.0 0.0 0.10
H -1.2933 -4.7703 -1.5125 0.0 0.0 0.0 0.11
H -3.9839 -1.3800 -3.2622 0.0 0.0 0.0 0.13
H 2.3895 -7.7539 -3.0960 0.0 0.0 0.0 0.09
H 4.4759 -0.8086 3.2677 0.0 0.0 0.0 0.12
H -3.5998 -3.4421 -1.4304 0.0 0.0 0.0 0.11
H -3.5581 3.8269 0.1030 0.0 0.0 0.0 0.11
H -2.7919 4.0463 2.7514 0.0 0.0 0.0 0.12
H -2.2518 8.2575 2.1732 0.0 0.0 0.0 0.09
H 3.3199 3.0732 2.7903 0.0 0.0 0.0 0.11
H -5.5220 -0.5716 0.6354 0.0 0.0 0.0 0.12
```
Positions in Å, forces in eV/Å.

Properties
LUMO (alpha / beta): 1.713 / 1.713 eV
Charge: -1
HOMO-LUMO gap (alpha / beta): 5.9 / 5.9 eV
HOMO level (alpha / beta): -4.182 / -4.183 eV

=====

Entry 3:
The following is a quantum chemistry calculation of an isolated ion of composition C5H6IN2 and charge +1, from the OMol25 dataset.

```
14
Properties=species:S:1:pos:R:3:forces:R:3:lowdin_charge:R:1
I 3.7463 -2.1244 -1.0424 -0.4 0.3 0.0 1.07
N 0.2491 1.8969 0.3703 1.3 -1.0 0.3 0.16
N 0.3558 -2.4050 -0.6154 5.0 3.1 -0.1 0.15
C -0.6613 -1.7605 -0.2709 -1.3 0.4 -0.3 -0.16
C -0.6332 -0.3276 0.0070 -2.2 -0.8 1.0 -0.01
C 1.7709 0.1781 -0.1989 -1.3 -1.7 -0.6 -0.12
C 2.1228 -0.9950 -0.6536 -1.0 -2.7 0.1 -0.53
C 0.4296 0.5509 0.1233 -2.1 -0.1 -0.4 -0.30
H 0.4435 -3.2036 -1.1951 -0.2 -1.1 -0.1 0.10
H 2.4174 0.9824 -0.2610 1.9 1.3 0.0 0.11
H 1.0547 2.4112 0.7486 -0.5 -0.4 -0.4 0.13
H -0.5784 2.0939 0.8713 -1.0 0.5 0.4 0.10
H -1.5791 -2.4308 -0.2968 0.4 1.6 0.2 0.16
H -1.7009 -0.0334 0.1936 1.4 0.5 0.0 0.13
```
Positions in Å, forces in eV/Å.

Properties
LUMO: -5.357 eV
Energy above the lowest of the compared OMol25 structures with the same formula, charge and spin: 0.0 kcal per mole
Charge: +1
HOMO-LUMO gap: 7.6 eV
HOMO level: -12.961 eV

=====

Entry 4:
The following is a quantum chemistry calculation of C27H28F4IN6O2Ta as an isolated structure, from the OMol25 dataset.

```
69
Properties=species:S:1:pos:R:3:forces:R:3:lowdin_charge:R:1
Ta 0.3261 0.3416 0.4663 0.2 -0.3 -0.5 1.94
I -0.8058 1.9130 -5.6523 0.0 0.0 0.0 0.99
F 3.8353 1.2649 4.0508 0.0 0.0 0.0 0.14
F -1.4288 0.4925 5.1698 0.0 0.0 0.0 0.12
F 2.0742 0.6624 2.0532 0.0 -0.2 0.1 0.00
F 0.2514 1.0469 7.0868 0.0 0.0 0.0 0.15
O 1.0071 2.3362 0.3981 0.1 0.1 0.2 -0.06
O -0.9105 3.4329 -0.0188 -0.1 0.1 -0.1 -0.02
N -2.0092 -0.0647 0.1996 0.0 -0.2 0.0 -0.32
N 0.2578 -0.7214 -2.5565 0.0 0.0 0.1 0.04
N -0.3946 0.1816 2.3470 -0.3 0.1 0.2 -0.12
N 2.4315 0.1110 -0.2813 -0.3 0.3 0.0 -0.11
N 0.0587 0.3687 -1.7882 0.0 0.0 -0.1 -0.11
N 0.5667 -1.7959 0.0663 0.3 0.2 0.1 -0.12
C -0.0991 -2.9946 0.0592 0.0 -0.1 0.0 -0.15
C -0.2265 2.3772 0.1786 0.1 0.0 0.1 -0.49
C 1.6694 0.7518 3.3647 -0.2 0.0 -0.2 -0.12
C -2.8345 1.1729 0.2672 0.0 0.0 -0.1 -0.06
C -1.7795 -0.2632 2.6213 0.0 0.0 0.1 -0.17
C 0.7533 -4.0536 -0.1646 0.1 0.0 0.0 -0.03
C -0.3059 0.8705 -3.9517 -0.1 0.0 -0.1 -0.75
C 2.7248 2.9850 -4.4430 0.0 0.0 0.0 -0.09
C 2.8376 -1.1071 -0.3540 0.2 -0.1 0.0 -0.06
C 2.0422 -3.5141 -0.3064 0.0 -0.1 0.0 0.01
C -0.2190 4.7311 -0.0129 0.0 0.0 0.0 0.06
C -0.2802 1.3443 -2.6458 0.0 0.0 0.1 -0.17
C 3.0048 1.6268 -4.3379 0.0 0.0 0.0 -0.08
C 3.1058 1.8289 -1.9349 0.0 -0.1 -0.1 -0.23
C -0.1452 0.6428 4.8362 -0.1 0.0 0.1 -0.13
C 0.0457 -0.4627 -3.8479 0.0 0.0 -0.1 -0.09
C 3.1933 1.0539 -3.0904 0.0 0.1 0.1 -0.05
C 2.6360 3.7619 -3.2982 0.0 0.0 0.0 -0.06
C 2.0914 1.1598 5.6514 0.0 0.0 0.0 0.12
C 0.3162 0.5178 3.5260 0.2 0.0 0.0 -0.13
C 0.7443 0.9493 5.8622 0.0 0.0 0.1 -0.19
C -2.4704 -0.7878 -1.0178 0.0 0.0 0.0 -0.05
C 2.5607 1.0609 4.3569 0.1 0.0 0.0 -0.20
C 1.9081 -2.1495 -0.1676 -0.2 0.0 0.0 -0.33
C 3.3817 1.1962 -0.5918 0.0 0.0 0.0 -0.14
C -2.3560 -0.8900 1.3864 0.1 0.0 -0.1 -0.18
C 2.8269 3.1841 -2.0477 0.0 0.0 0.0 -0.05
H 0.5064 -1.5979 -2.1194 0.0 0.0 0.0 0.14
H 4.3882 0.7728 -0.5827 0.0 0.0 0.0 0.14
H -2.3875 -0.1389 -1.8858 0.0 0.0 0.0 0.09
H 2.5988 3.4387 -5.4169 0.0 0.0 0.0 0.11
H -1.9347 -1.8783 1.2610 0.0 0.0 0.0 0.09
H 0.1646 -1.2254 -4.6010 0.0 0.0 0.0 0.14
H -3.8896 0.8947 0.3110 0.0 0.0 0.0 0.12
H 2.8037 3.7997 -1.1548 0.0 0.0 0.0 0.11
H 3.0975 1.0249 -5.2332 0.0 0.0 0.0 0.12
H -1.1604 -3.0817 0.2012 0.0 0.0 0.0 0.09
H -3.4407 -0.9914 1.4612 0.0 0.0 0.0 0.15
H -1.7747 -1.0044 3.4188 0.0 0.0 0.0 0.14
H -2.3821 0.5769 2.9651 0.0 0.0 0.0 0.13
H 0.4678 -5.0916 -0.2127 0.0 0.0 0.0 0.12
H 3.3346 1.9416 0.1973 0.0 0.0 0.0 0.11
H 3.4390 -0.0008 -3.0125 0.0 0.0 0.0 0.12
H 2.7505 1.4058 6.4726 0.0 0.0 0.0 0.16
H -2.6635 1.7696 -0.6241 0.0 0.0 0.0 0.09
H -2.5822 1.7643 1.1415 0.0 0.0 0.0 0.09
H 3.8765 -1.3385 -0.5807 0.0 0.0 0.0 0.16
H -0.5000 2.3436 -2.3083 0.0 0.0 0.0 0.12
H 2.4439 4.8243 -3.3820 0.0 0.0 0.0 0.11
H -3.5184 -1.0658 -0.8904 0.0 0.0 0.0 0.12
H -1.8800 -1.6821 -1.1787 0.0 0.0 0.0 0.07
H 0.2719 4.8665 0.9468 0.0 0.0 0.0 0.11
H 2.9629 -4.0451 -0.4938 0.0 0.0 0.0 0.13
H 0.4992 4.7488 -0.8283 0.0 0.0 0.0 0.09
H -1.0037 5.4621 -0.1589 0.0 0.0 0.0 0.11
```
Positions in Å, forces in eV/Å.

Properties
LUMO: -6.659 eV
Energy above the lowest of the compared OMol25 structures with the same formula, charge and spin: 0.0 kcal per mole
Charge: +2
HOMO-LUMO gap: 7.5 eV
HOMO level: -14.113 eV

=====

Look up the charge of the second one. -1